Entry 1:
Computed, not measured: 2 unconnected molecules or ions with the total composition C2H9NOS2 in a non-equilibrium geometry, with ωB97M-V/def2-TZVPD.

The geometry in ORCA input format:
```
! wB97M-V def2-TZVPD RIJCOSX def2/J DEFGRID3
* xyz 0 1
C -1.703 -0.893 1.146
S -2.002 -1.720 -0.430
S -0.221 -2.329 -1.405
H -0.695 -0.468 1.197
H -2.274 0.023 1.245
H -1.908 -1.624 1.916
H -0.705 -1.900 -2.588
N 1.627 0.502 0.754
C 1.380 1.345 -0.411
O -0.050 1.557 -0.744
H 2.529 0.916 1.018
H 0.824 0.581 1.362
H 1.735 0.829 -1.312
H 1.709 2.376 -0.436
H -0.245 0.807 -1.313
*
```

The SMILES is CSS.NCO.

***

Entry 2:
Computed, not measured: 3 unconnected molecules or ions with the total composition C2H9NS in a non-equilibrium geometry, with ωB97M-V/def2-TZVPD.

The geometry in ORCA input format:
```
! wB97M-V def2-TZVPD RIJCOSX def2/J DEFGRID3
* xyz 0 1
H 2.576 0.825 -5.464
H 2.587 0.187 -5.775
C 0.562 0.394 0.263
C -0.048 1.532 0.979
S 1.637 1.129 1.540
H 0.350 -0.613 0.578
H 0.919 0.581 -0.731
H -0.686 1.277 1.811
H -0.190 2.447 0.426
N -1.845 -1.803 1.585
H -1.588 -2.076 0.654
H -2.810 -1.610 1.767
H -1.464 -2.271 2.367
*
```

The SMILES is [H][H].C1CS1.N.

***

Entry 3:
Computed, not measured: 2 unconnected molecules or ions with the total composition C2H9NS, with ωB97M-V/def2-TZVPD.

The geometry in ORCA input format:
```
! wB97M-V def2-TZVPD RIJCOSX def2/J DEFGRID3
* xyz 0 1
C 0.885 1.703 0.357
S -0.541 0.854 1.077
C 0.165 -0.773 1.327
H 0.796 1.790 -0.723
H 1.819 1.232 0.663
H 0.934 2.692 0.803
H -0.610 -1.395 1.767
H 0.471 -1.206 0.380
H 1.059 -0.758 1.952
N -1.146 -1.163 -1.691
H -1.325 -0.199 -1.440
H -2.018 -1.564 -2.013
H -0.489 -1.213 -2.459
*
```

The SMILES is CSC.N.

***

Entry 4:
Computed, not measured: 2 unconnected molecules or ions with the total composition C2H9O2 in a non-equilibrium geometry, with ωB97M-V/def2-TZVPD.

The geometry in ORCA input format:
```
! wB97M-V def2-TZVPD RIJCOSX def2/J DEFGRID3
* xyz 1 1
O 0.434 -0.915 -2.011
H 0.205 -1.230 -0.480
H 0.695 -1.347 -2.840
H -0.424 -0.518 -2.239
C -0.725 0.249 0.910
O -0.263 -1.120 0.426
C 0.377 1.250 0.800
H -1.069 0.033 1.899
H -1.524 0.418 0.245
H 0.304 -1.580 1.072
H -0.024 2.217 0.527
H 1.063 1.068 -0.009
H 0.950 1.474 1.699
*
```

***

What energy above the lowest of the compared OMol25 structures with the same formula, charge and spin values result from the calculations? In sequence: 32.51; 41.42; 2.29; 7.70 kcal/mol.
What orbital gap values result from the calculations? In sequence: 8.91; 9.48; 9.40; 13.73 eV.